[1]
76
Properties=species:S:1:pos:R:3:mulliken_charge:R:1 method="wB97M-V/def2-TZVPD" homo_lumo_gap_ev="6.865 / 6.288" fmax_ha_per_bohr=0.03470 spin_multiplicity=2 total_energy_ha=-2080.634187 e_homo_ev="-10.80 / -10.77" charge=+1
Ir -0.522 -0.398 -0.263 1.18
C 2.730 0.047 -3.276 -2.28
C 2.585 -0.271 -1.806 0.81
C 2.283 -1.585 -1.411 1.24
C 1.914 -2.597 -2.467 -2.43
C 2.407 -1.944 -0.062 1.16
C 2.274 -3.374 0.398 -2.24
C 2.750 -0.977 0.892 1.31
C 2.930 -1.396 2.327 -2.19
C 2.961 0.349 0.510 1.31
C 3.387 1.352 1.552 -2.51
C 2.855 0.710 -0.842 1.49
C 3.045 2.148 -1.266 -2.83
H 1.813 0.400 -3.755 0.26
H 3.046 -0.835 -3.828 0.43
H 3.494 0.804 -3.436 0.48
H 2.798 -3.025 -2.947 0.41
H 1.313 -2.141 -3.253 0.39
H 1.331 -3.419 -2.059 0.24
H 1.453 -3.502 1.107 0.31
H 3.184 -3.685 0.914 0.50
H 2.111 -4.070 -0.418 0.46
H 2.825 -0.569 3.024 0.42
H 3.924 -1.824 2.485 0.39
H 2.210 -2.160 2.617 0.39
H 4.361 1.094 1.972 0.43
H 2.701 1.375 2.401 0.41
H 3.482 2.360 1.156 0.43
H 2.508 2.831 -0.603 0.51
H 2.672 2.326 -2.272 0.48
H 4.092 2.459 -1.249 0.45
N -0.182 2.344 1.416 -0.47
N -0.719 3.145 0.417 -0.11
C -0.747 2.761 -0.868 -0.21
N -1.011 3.705 -1.766 -0.39
N -0.503 1.467 -1.163 0.86
N -0.479 1.068 -2.471 0.69
O -0.633 1.773 -3.444 -0.79
O -0.293 -0.156 -2.519 -0.56
H -0.833 2.264 2.186 0.28
H 0.720 2.694 1.716 0.23
H -0.832 4.135 0.595 0.17
H -1.241 4.633 -1.452 0.19
H -1.152 3.463 -2.736 0.17
C -2.736 -1.591 -2.618 -1.43
Si -2.672 -1.448 -0.735 -0.52
C -4.082 -0.262 -0.207 2.33
C -4.093 0.071 1.288 -1.56
C -5.443 -0.877 -0.574 -1.91
C -3.947 1.064 -0.969 -1.91
C -2.739 -3.172 -0.102 2.45
C -3.820 -3.977 -0.857 -1.87
C -3.057 -3.341 1.390 -1.76
C -1.418 -3.906 -0.401 -1.82
H -3.693 -2.068 -2.850 0.49
H -1.938 -2.231 -2.995 0.30
H -2.695 -0.663 -3.177 0.36
H -4.335 -0.792 1.909 0.28
H -4.849 0.836 1.488 0.51
H -3.133 0.461 1.630 0.12
H -5.672 -1.761 0.021 0.36
H -5.516 -1.150 -1.627 0.35
H -6.229 -0.144 -0.372 0.53
H -3.081 1.632 -0.618 0.32
H -4.826 1.685 -0.783 0.59
H -3.871 0.932 -2.050 0.32
H -4.833 -3.628 -0.656 0.32
H -3.774 -5.018 -0.529 0.56
H -3.668 -3.985 -1.938 0.37
H -4.090 -3.067 1.609 0.36
H -2.410 -2.762 2.055 0.22
H -2.938 -4.388 1.675 0.52
H -1.223 -3.964 -1.477 0.32
H -1.475 -4.932 -0.032 0.66
H -0.553 -3.439 0.072 0.05
S -0.732 -0.884 1.723 -0.36

[2]
123
Properties=species:S:1:pos:R:3:mulliken_charge:R:1 method="wB97M-V/def2-TZVPD" homo_lumo_gap_ev=7.501 fmax_ha_per_bohr=0.02457 total_energy_ha=-4866.334444 e_homo_ev=-8.03
Sn 0.100 0.318 0.412 3.39
C -1.269 -0.547 5.915 -0.51
C -1.173 0.943 5.609 -0.86
N -2.102 1.370 4.557 0.15
C -3.471 1.730 4.936 -0.73
C -4.502 0.650 4.622 -0.93
C -1.768 1.402 3.266 0.61
S -0.096 1.138 2.847 -0.33
N -2.684 1.805 2.406 -0.03
C -2.721 1.635 1.116 -0.53
O -2.152 0.695 0.483 -0.19
C -3.597 2.595 0.390 0.52
C -3.363 2.853 -0.958 0.09
C -4.162 3.753 -1.642 -1.04
C -5.198 4.403 -0.982 -0.50
C -5.431 4.152 0.364 -0.84
C -4.633 3.249 1.049 -0.43
H -0.415 -0.863 6.515 0.50
H -1.268 -1.121 4.989 -0.27
H -2.182 -0.781 6.467 0.35
H -0.164 1.191 5.294 0.23
H -1.402 1.527 6.501 0.48
H -3.733 2.646 4.407 0.40
H -3.462 1.939 6.006 0.45
H -4.621 0.540 3.545 0.13
H -5.466 0.928 5.051 0.43
H -4.199 -0.312 5.039 0.28
H -2.542 2.352 -1.450 0.44
H -3.976 3.957 -2.689 0.45
H -5.821 5.109 -1.515 0.41
H -6.230 4.667 0.880 0.43
H -4.814 3.035 2.093 0.36
C 4.923 -2.780 3.930 -1.89
C 3.485 -2.376 3.678 1.31
C 2.605 -2.646 4.890 -1.43
O 3.014 -3.061 2.525 -0.34
C 2.396 -2.156 1.613 -0.36
C 2.521 -0.800 2.310 1.01
O 3.444 -1.003 3.360 -0.22
C 2.970 0.347 1.368 1.81
O 2.139 0.339 0.241 -0.78
C 2.945 1.717 2.066 -0.41
C 2.973 1.894 3.446 0.53
C 2.877 3.168 3.992 -0.87
C 2.767 4.279 3.171 -0.90
C 2.781 4.113 1.792 -0.90
C 2.873 2.843 1.247 -0.60
C 4.416 0.081 0.911 0.38
C 5.505 0.380 1.726 -0.18
C 6.797 0.140 1.282 -0.81
C 7.019 -0.397 0.020 -0.72
C 5.940 -0.687 -0.798 -0.93
C 4.644 -0.445 -0.357 -0.51
C 0.979 -2.633 1.176 1.78
O 0.408 -1.721 0.264 -0.79
C 0.033 -3.016 2.327 0.16
C -1.176 -2.349 2.497 0.27
C -2.102 -2.765 3.447 -0.52
C -1.825 -3.851 4.261 -0.58
C -0.615 -4.518 4.108 -1.08
C 0.293 -4.120 3.140 -0.15
C 1.150 -3.943 0.357 -0.47
C 0.014 -4.457 -0.262 0.21
C 0.049 -5.659 -0.948 -0.68
C 1.233 -6.382 -1.024 -0.78
C 2.377 -5.864 -0.442 -0.96
C 2.343 -4.646 0.234 -0.64
H 4.973 -3.847 4.146 0.36
H 5.320 -2.216 4.774 0.36
H 5.519 -2.558 3.044 0.44
H 2.574 -3.715 5.103 0.35
H 1.588 -2.295 4.710 -0.04
H 3.015 -2.115 5.750 0.50
H 2.977 -2.126 0.687 0.57
H 1.555 -0.499 2.730 -1.26
H 3.073 1.037 4.098 0.39
H 2.891 3.291 5.068 0.52
H 2.677 5.268 3.603 0.39
H 2.717 4.973 1.138 0.45
H 2.880 2.704 0.172 0.45
H 5.349 0.808 2.706 0.35
H 7.638 0.383 1.920 0.44
H 8.029 -0.574 -0.327 0.41
H 6.102 -1.099 -1.787 0.46
H 3.794 -0.639 -0.998 0.33
H -1.430 -1.520 1.854 -0.36
H -3.044 -2.235 3.535 0.42
H -2.542 -4.181 5.001 0.42
H -0.384 -5.367 4.741 0.48
H 1.211 -4.675 3.007 0.66
H -0.912 -3.911 -0.188 0.10
H -0.852 -6.040 -1.415 0.47
H 1.261 -7.341 -1.526 0.38
H 3.312 -6.408 -0.498 0.44
H 3.255 -4.288 0.687 0.52
Cl 0.617 5.089 -1.074 -0.26
C 0.624 3.687 -2.084 0.51
C 0.885 3.832 -3.456 -0.40
C 0.894 2.748 -4.281 0.55
Cl 1.134 2.968 -5.988 -0.27
C 0.697 1.452 -3.755 0.35
C 0.795 0.259 -4.501 -1.01
C 0.632 -0.948 -3.885 -1.75
C 0.422 -0.988 -2.502 -0.28
N 0.294 0.112 -1.790 0.66
C 0.396 1.330 -2.382 0.30
C 0.284 2.471 -1.518 -1.13
O -0.096 2.326 -0.272 -0.53
H 1.084 4.820 -3.848 0.52
H 1.031 0.321 -5.555 0.48
H 0.703 -1.872 -4.440 0.54
H 0.387 -1.921 -1.960 0.67
Cl -6.752 -0.781 0.061 -0.24
C -5.203 -1.464 -0.312 0.47
C -4.830 -2.686 0.217 -0.59
C -3.570 -3.166 -0.091 -0.52
C -2.751 -2.402 -0.910 -0.11
N -3.118 -1.240 -1.435 -0.26
C -4.330 -0.780 -1.142 -0.82
H -5.507 -3.241 0.854 0.46
H -3.231 -4.116 0.301 0.33
H -1.752 -2.730 -1.151 0.84
H -4.621 0.166 -1.570 0.61

[3]
114
Properties=species:S:1:pos:R:3:mulliken_charge:R:1 method="wB97M-V/def2-TZVPD" homo_lumo_gap_ev=8.786 fmax_ha_per_bohr=0.06110 total_energy_ha=-2109.987272 e_homo_ev=-8.73 smiles=c1cc[nH]c1.c1cc[nH]c1.c1cc[nH]c1.CCCC#N.CCCC#N.CCCC#N.CCCC#N.CCCC#N.CCCC#N.CCCC#N
C -1.283 -2.342 -3.324 0.07
C -2.518 -1.720 -3.953 0.39
C -2.270 -1.128 -5.354 -0.57
C -3.564 -0.944 -6.003 0.10
N -4.644 -0.813 -6.362 -0.44
H -0.843 -3.057 -4.028 0.51
H -1.568 -2.872 -2.417 -0.55
H -0.486 -1.620 -3.130 0.17
H -2.957 -0.988 -3.274 -0.44
H -3.297 -2.478 -4.075 0.21
H -1.700 -1.867 -5.925 0.40
H -1.672 -0.220 -5.296 0.38
C 1.279 1.920 5.430 -0.60
C 1.994 0.582 5.318 -0.17
C 3.221 0.753 4.428 0.87
C 4.285 1.478 5.162 -0.04
N 5.105 2.046 5.747 -0.57
H 0.252 1.774 5.769 0.13
H 1.302 2.490 4.501 -0.21
H 1.654 2.573 6.226 0.52
H 1.412 -0.153 4.760 0.08
H 2.233 0.243 6.323 0.42
H 3.005 1.299 3.512 -0.62
H 3.812 -0.148 4.203 0.15
C 6.668 0.912 -4.991 -1.09
C 5.516 0.247 -5.742 -0.37
C 4.164 0.550 -5.111 -0.54
C 4.015 -0.024 -3.757 0.25
N 3.893 -0.448 -2.701 -0.40
H 6.593 1.997 -5.166 0.30
H 7.628 0.615 -5.396 0.34
H 6.588 0.819 -3.909 0.30
H 5.703 -0.829 -5.784 0.34
H 5.475 0.634 -6.761 0.29
H 3.225 0.352 -5.624 0.38
H 4.143 1.633 -4.898 0.23
C -4.741 1.632 -0.211 -1.05
C -3.312 1.811 0.272 0.10
C -2.218 1.981 -0.811 0.88
C -2.625 1.857 -2.200 -0.08
N -2.942 1.760 -3.285 -0.48
H -4.875 0.730 -0.813 -0.37
H -5.104 2.456 -0.826 0.41
H -5.399 1.508 0.653 0.48
H -3.060 1.099 1.064 -0.16
H -3.297 2.732 0.876 0.46
H -1.316 1.422 -0.570 -0.75
H -1.900 3.029 -0.718 0.44
C -3.307 -1.849 -0.775 0.57
C -4.664 -2.474 -1.058 -0.72
C -5.784 -1.457 -1.171 -0.81
C -5.882 -0.793 -2.464 0.35
N -5.951 -0.229 -3.438 -0.45
H -2.543 -2.635 -0.726 -0.11
H -3.211 -1.327 0.179 0.30
H -3.003 -1.209 -1.607 -0.73
H -4.887 -3.226 -0.295 0.51
H -4.584 -3.073 -1.970 0.21
H -5.699 -0.721 -0.358 0.31
H -6.798 -1.811 -0.925 0.46
C 5.500 0.723 1.051 -1.58
C 4.184 0.118 0.569 1.30
C 4.131 -1.417 0.483 0.26
C 4.657 -1.980 1.746 0.04
N 5.042 -2.447 2.696 -0.53
H 5.807 0.302 2.007 0.36
H 5.291 1.785 1.182 0.39
H 6.291 0.597 0.312 0.37
H 3.935 0.505 -0.421 0.26
H 3.379 0.524 1.179 -1.03
H 4.818 -1.735 -0.300 0.40
H 3.109 -1.795 0.448 -0.14
C -0.768 6.504 1.939 -1.20
C 0.647 5.977 1.880 -0.42
C 0.748 4.569 2.440 -0.36
C 2.030 3.945 2.136 0.31
N 3.049 3.514 1.874 -0.44
H -0.859 7.498 1.511 0.37
H -1.099 6.547 2.982 0.33
H -1.477 5.834 1.447 0.24
H 1.334 6.623 2.426 0.31
H 0.986 5.994 0.843 0.36
H -0.062 3.905 2.111 0.19
H 0.600 4.558 3.528 0.40
N -1.575 -1.234 4.654 0.08
C -2.569 -0.770 3.840 -0.84
C -2.980 0.446 4.318 -0.38
C -2.195 0.728 5.470 -0.65
C -1.319 -0.310 5.627 -0.70
H -1.048 -2.081 4.595 0.25
H -2.943 -1.440 3.082 0.61
H -3.787 1.039 3.928 0.54
H -2.146 1.609 6.089 0.50
H -0.560 -0.496 6.366 0.62
N -2.272 -6.325 -1.878 0.02
C -1.332 -5.639 -2.597 -0.73
C -0.512 -5.025 -1.686 -0.23
C -1.011 -5.301 -0.388 -0.37
C -2.120 -6.101 -0.541 -0.78
H -2.971 -6.883 -2.327 0.20
H -1.304 -5.608 -3.669 0.43
H 0.349 -4.397 -1.850 0.63
H -0.637 -4.880 0.528 0.49
H -2.810 -6.556 0.146 0.43
N 1.076 -0.095 -0.658 0.44
C 0.989 0.648 0.481 -2.14
C 0.341 -0.067 1.450 0.14
C -0.179 -1.209 0.768 0.47
C 0.344 -1.245 -0.490 -2.14
H 1.453 0.224 -1.529 0.20
H 1.532 1.583 0.512 0.83
H 0.280 0.166 2.499 0.55
H -0.881 -1.899 1.211 0.52
H 0.253 -2.012 -1.238 0.84

[4]
8
Properties=species:S:1:pos:R:3:mulliken_charge:R:1 method="wB97M-V/def2-TZVPD" homo_lumo_gap_ev=8.334 fmax_ha_per_bohr=0.05004 total_energy_ha=-974.203022 e_homo_ev=-9.07 smiles="FCC(=S)S"
C 0.425 0.161 0.026 0.23
C -0.951 -0.537 0.068 -0.31
H 2.141 1.633 -0.303 0.18
H -0.994 -1.313 -0.668 0.28
H -1.048 -1.072 1.047 0.26
F -2.085 0.250 -0.122 -0.27
S 0.865 1.875 0.004 -0.13
S 1.647 -0.998 -0.051 -0.23

[5]
13
Properties=species:S:1:pos:R:3:mulliken_charge:R:1 method="wB97M-V/def2-TZVPD" homo_lumo_gap_ev=10.619 fmax_ha_per_bohr=0.00785 total_energy_ha=-286.596999 e_homo_ev=-9.55 smiles="CC1=NCCO1"
C -0.373 0.455 -2.031 -0.96
C 0.055 0.060 -0.660 0.64
N 0.378 -1.099 -0.251 -0.53
C 0.612 -0.948 1.195 -0.40
C -0.128 0.353 1.497 -0.32
O -0.004 1.069 0.261 -0.36
H -1.222 1.140 -1.939 0.28
H -0.672 -0.434 -2.588 0.32
H 0.425 0.977 -2.566 0.26
H 0.204 -1.799 1.747 0.29
H 1.691 -0.888 1.400 0.27
H 0.232 0.973 2.318 0.27
H -1.198 0.141 1.618 0.25

[6]
9
Properties=species:S:1:pos:R:3:mulliken_charge:R:1 method="wB97M-V/def2-TZVPD" homo_lumo_gap_ev=7.871 fmax_ha_per_bohr=0.03295 total_energy_ha=-569.314183 e_homo_ev=-13.49 smiles="C=[NH+]C=C=S" charge=+1
C -1.259 -0.174 0.865 0.18
C -1.232 -0.548 2.149 0.04
C 1.015 -0.063 0.025 -0.15
N -0.270 0.022 -0.061 -0.07
S -1.545 -0.952 3.597 -0.16
H -2.264 0.011 0.491 0.33
H 1.621 0.130 -0.840 0.27
H 1.487 -0.323 0.961 0.25
H -0.652 0.276 -0.976 0.31

[7]
120
Properties=species:S:1:pos:R:3:mulliken_charge:R:1 method="wB97M-V/def2-TZVPD" homo_lumo_gap_ev="1.852 / 10.058" fmax_ha_per_bohr=0.05730 spin_multiplicity=2 total_energy_ha=-3057.532737 e_homo_ev="-0.13 / -8.37" charge=-1
H -4.630 -3.116 3.512 0.27
H -3.778 -2.563 4.451 0.31
O -4.696 -2.407 4.172 -0.58
H 3.382 2.695 -2.191 0.40
H 2.622 3.958 -1.885 0.15
O 3.054 3.524 -2.619 -0.58
H -0.715 3.433 0.625 0.04
H -1.156 2.296 1.642 -0.13
O -0.552 2.549 0.939 0.29
H -1.205 -3.067 -4.816 0.26
H 0.224 -2.760 -4.929 0.28
O -0.622 -2.302 -4.858 -0.52
H -3.961 -3.777 -2.002 0.26
H -4.140 -5.101 -1.210 0.23
O -3.497 -4.454 -1.502 -0.45
H -1.012 -2.359 2.395 0.16
O -1.813 -2.933 2.482 -0.48
H 2.495 1.391 -3.405 0.09
O 2.811 1.206 -4.297 -0.45
H 3.489 3.172 3.073 0.27
H 2.805 1.978 2.637 0.20
O 3.249 2.724 2.249 -0.62
H 5.488 -2.051 1.091 0.26
H 6.024 -1.011 0.294 0.39
O 5.931 -1.209 1.253 -0.60
H 1.236 -1.690 -1.383 -0.04
H 0.915 -0.315 -1.880 -0.25
O 1.663 -0.923 -1.797 0.35
H -6.856 -0.631 0.475 0.25
H -5.496 -0.168 0.820 0.31
O -5.950 -0.801 0.236 -0.58
H -0.130 1.258 5.059 0.22
O 0.481 1.502 4.360 -0.52
H 4.140 0.655 -1.827 0.32
H 3.233 1.074 -0.668 0.29
O 3.854 1.424 -1.318 -0.72
H 0.181 -0.743 3.495 0.02
H 1.230 -1.944 3.346 0.25
O 0.422 -1.543 3.041 -0.64
H -4.188 0.678 2.470 0.40
H -5.748 0.584 3.168 0.14
O -5.139 0.508 2.439 -0.34
H -3.391 1.467 -2.687 0.25
H -4.758 0.821 -2.460 0.29
O -3.970 1.123 -1.993 -0.52
H 6.292 -0.699 -2.231 0.28
H 5.268 -1.760 -1.779 0.39
O 5.885 -1.094 -1.454 -0.66
H -2.666 -0.554 -2.536 0.21
H -1.095 -0.744 -3.132 0.14
O -1.920 -1.095 -2.808 -0.45
H -1.146 -1.485 -0.626 -0.10
O -0.992 -1.029 0.218 0.16
H 1.799 -1.346 -4.286 0.27
H 1.925 -0.448 -5.534 0.31
O 2.034 -1.350 -5.222 -0.65
H 1.148 0.021 0.444 -0.17
O 1.848 0.339 1.032 0.32
H 3.490 -2.858 -0.716 0.25
H 2.903 -2.284 0.598 0.27
O 2.998 -3.092 0.074 -0.59
H -1.721 -6.818 0.096 0.30
H -1.708 -5.222 0.360 0.31
O -1.865 -6.111 0.683 -0.65
H -2.481 0.005 2.592 0.24
H -2.456 -0.024 1.074 0.10
O -2.357 0.593 1.839 -0.55
H -3.088 3.389 -4.623 0.26
H -1.639 2.886 -4.868 0.30
O -2.260 3.227 -4.210 -0.58
H -4.807 -4.562 1.058 0.30
H -3.878 -3.456 0.678 0.25
O -4.809 -3.693 0.636 -0.60
H 1.712 5.418 -1.996 0.31
H 0.913 5.865 -0.802 0.32
O 0.922 5.913 -1.773 -0.61
H 4.129 -3.994 -2.711 0.25
H 4.262 -2.544 -3.289 0.29
O 4.438 -3.105 -2.526 -0.72
H 0.256 -3.550 1.695 0.22
H 0.897 -3.747 0.526 0.03
O -0.005 -3.432 0.764 -0.06
H 3.817 -0.819 4.642 0.42
H 2.820 -0.574 3.691 0.20
O 2.843 -0.972 4.575 -0.66
H -0.797 3.912 5.046 0.30
H -0.454 4.443 3.788 0.21
O 0.021 4.055 4.539 -0.47
H 0.573 2.760 -1.823 0.06
O 0.530 1.792 -1.879 0.10
H 0.844 2.239 -4.236 0.33
H 1.446 3.076 -5.388 0.28
O 0.746 2.468 -5.160 -0.61
H -0.381 -1.687 0.631 -0.19
H -2.209 -2.571 1.677 0.28
H 1.218 0.942 1.476 -0.16
H 3.436 1.898 -4.527 0.32
H 0.567 2.484 4.339 0.25
H -0.117 1.691 -1.161 -0.19
O 1.192 4.683 1.156 -0.39
H 2.006 4.160 1.201 0.25
H 0.972 4.969 2.044 0.13
O 1.425 -5.233 -1.496 -0.51
H 0.460 -5.101 -1.457 0.33
H 1.590 -6.126 -1.189 0.27
O -1.001 -4.166 -1.649 -0.55
H -0.899 -3.522 -2.372 0.22
H -1.691 -3.660 -1.201 0.04
O -2.372 5.147 0.977 -0.76
H -3.315 4.955 1.294 0.48
H -2.298 4.897 0.049 0.29
O -4.828 4.607 1.783 -0.65
H -4.440 4.286 2.616 0.35
H -5.143 3.842 1.286 0.33
O 5.289 -0.102 4.112 -0.66
H 5.434 0.834 3.973 0.29
H 5.772 -0.489 3.367 0.31
O -2.651 3.639 3.007 -0.38
H -2.137 3.998 2.209 0.25
H -2.842 2.782 2.582 0.24

[8]
12
Properties=species:S:1:pos:R:3:mulliken_charge:R:1 method="wB97M-V/def2-TZVPD" homo_lumo_gap_ev=9.075 fmax_ha_per_bohr=0.00814 total_energy_ha=-232.060490 e_homo_ev=-8.52 smiles="C=C=C=C=CC"
C 0.892 -1.474 -1.268 -0.95
C -0.122 -0.419 -1.629 -0.20
C -1.005 -0.028 -0.741 -0.08
C -1.438 0.467 0.358 0.03
C -1.158 1.072 1.451 0.30
C -0.461 1.656 2.391 -0.79
H 1.826 -0.972 -0.980 0.25
H 0.553 -2.049 -0.402 0.32
H 1.109 -2.156 -2.097 0.31
H -0.005 0.116 -2.568 0.32
H 0.556 1.896 2.079 0.23
H -0.748 1.891 3.404 0.26

The ΔE to the lowest compared entry with this formula, charge and spin results, record by record, are as follows: 101.3 19.5 108.3 42.5 91.0 87.6 52.0 435.4 kJ/mol.